Entry 1:
Computed, not measured: a molecular structure, C6H8N2, with ωB97M-V/def2-TZVPD.

Last column: natural (NBO) charge in e.
CARTESIAN COORDINATES (ANGSTROEM)
H  -0.017  2.211  -0.331  0.24
H  -1.937  -0.680  -1.237  0.31
N  -0.533  -0.808  0.482  -0.41
C  0.929  -0.864  0.582  -0.16
H  3.073  2.024  -0.807  0.29
C  1.787  0.136  0.017  -0.06
N  -2.129  0.217  -0.807  -0.68
H  1.062  -1.377  1.608  0.24
C  2.416  0.975  -0.640  -0.22
H  -1.697  2.286  0.090  0.28
C  0.084  -1.738  -0.267  -0.19
H  0.233  -1.555  -1.429  0.19
H  -0.479  1.681  1.705  0.23
C  -1.271  0.237  0.192  0.41
H  0.041  -2.803  -0.117  0.21
C  -0.887  1.647  0.583  -0.69

=====

Entry 2:
Computed, not measured: a molecular structure, C17H13ClFN5O2S, with ωB97M-V/def2-TZVPD.

Last column: natural (NBO) charge in e.
CARTESIAN COORDINATES (ANGSTROEM)
C  1.535  -0.977  -0.348  0.39
C  2.886  -0.976  0.246  -0.16
C  3.159  -0.372  1.523  0.45
C  -2.507  4.289  0.850  -0.06
O  -2.668  -2.963  -0.159  -0.93
C  4.467  -0.458  2.072  -0.27
H  3.749  -2.014  -1.400  0.20
N  -1.081  -1.756  -3.883  -0.76
C  5.234  -1.646  0.116  -0.23
C  5.516  -1.095  1.382  -0.18
H  -3.118  -0.499  1.588  0.25
H  -1.422  -0.260  1.925  0.24
C  -0.607  -0.793  -0.478  0.37
C  -0.246  -1.337  -1.663  -0.08
N  0.467  -0.566  0.321  -0.47
C  -3.563  3.447  0.404  -0.22
N  1.147  -1.454  -1.602  -0.50
C  -1.294  -1.592  -2.596  0.43
H  -4.440  3.901  -0.056  0.22
C  -1.308  2.246  1.515  -0.21
C  -2.375  1.464  1.082  -0.04
H  -0.345  1.824  1.869  0.23
H  1.768  -1.817  -2.320  0.42
O  -4.280  -1.197  -0.661  -0.94
N  -1.913  -0.504  -0.151  -0.65
H  4.667  -0.012  3.058  0.24
C  -1.377  3.670  1.444  -0.21
Cl  -2.653  6.016  0.722  0.01
H  -1.951  -2.151  -4.276  0.42
H  -0.173  -2.109  -4.124  0.37
H  -4.291  1.403  0.117  0.25
S  -2.916  -1.662  -0.789  2.36
H  -0.523  4.272  1.776  0.22
C  -3.505  2.049  0.493  -0.20
H  6.001  -2.147  -0.438  0.22
N  -2.550  -1.717  -2.446  -0.72
C  -2.219  -0.018  1.195  -0.25
F  2.246  0.267  2.283  -0.30
C  3.982  -1.557  -0.443  -0.16
H  6.498  -1.196  1.851  0.23

=====

Entry 3:
Computed, not measured: a single C6H8N2O2S molecule, with ωB97M-V/def2-TZVPD.

Last column: natural (NBO) charge in e.
CARTESIAN COORDINATES (ANGSTROEM)
C  1.205  0.374  -0.263  0.76
O  1.583  1.538  -0.329  -0.59
O  1.927  -0.715  -0.283  -0.51
H  3.743  -0.936  -1.223  0.20
S  -2.458  -1.223  0.118  0.29
H  5.029  0.194  0.798  0.20
C  -0.708  -1.314  -0.040  -0.39
H  3.497  -1.527  0.547  0.19
N  -1.189  1.035  -0.077  -0.47
H  3.957  1.200  0.109  0.21
H  -3.331  2.260  0.289  0.41
H  -4.308  0.631  0.615  0.40
C  -2.329  0.571  0.041  0.30
H  3.779  0.559  1.610  0.21
C  -0.272  0.055  -0.180  0.04
N  -3.509  1.309  0.076  -0.82
H  -0.022  -2.000  0.075  0.23
C  3.369  -0.763  -0.159  -0.06
C  4.033  0.440  0.635  -0.60

Summary:
SMILES string: CCOC(=O)c1csc(N)n1

=====

Entry 4:
Computed, not measured: 2 unconnected molecules or ions with the total composition C4H9N2O, with ωB97M-V/def2-TZVPD.

Last column: natural (NBO) charge in e.
CARTESIAN COORDINATES (ANGSTROEM)
C  -0.270  1.556  -0.162  -0.61
H  -0.869  -1.527  -1.702  0.20
H  -1.698  -0.071  -0.135  0.21
H  0.570  -2.559  -1.312  0.23
C  -0.788  0.132  0.330  -0.24
C  -0.094  -1.756  -1.059  0.12
H  0.658  1.722  0.455  0.23
H  -0.902  0.135  1.354  0.23
H  2.947  -0.354  2.127  0.47
O  3.010  0.590  -0.926  -0.45
C  2.934  0.157  0.113  0.87
H  -1.136  2.311  0.162  0.26
N  0.041  -0.978  -0.074  -0.39
H  0.941  -1.244  0.560  0.47
H  -0.098  1.545  -1.245  0.23
N  2.554  -0.192  1.184  -0.85

Summary:
Net charge: +1

=====

Entry 5:
Computed, not measured: a single C4H6Cl2N2P2 molecule, with ωB97M-V/def2-TZVPD.

Last column: natural (NBO) charge in e.
CARTESIAN COORDINATES (ANGSTROEM)
C  0.311  -2.142  0.947  -0.64
P  -1.716  1.356  1.351  0.82
H  1.092  -2.209  0.303  0.24
H  -0.440  -2.963  0.814  0.23
N  0.094  0.049  0.011  -0.25
H  0.838  -2.323  1.907  0.22
H  -0.091  1.797  -1.800  0.22
N  -0.626  1.180  0.053  -0.44
C  -1.271  -0.258  1.890  -0.85
C  -0.237  -0.770  1.023  0.13
Cl  -1.052  0.172  4.789  -0.27
H  -0.148  3.045  -0.710  0.21
P  -1.626  -1.204  3.454  0.87
H  -1.731  2.347  -1.267  0.22
C  -0.656  2.232  -0.973  -0.41
Cl  -3.617  -0.816  3.290  -0.29

Summary:
SMILES string: Cc1nn(C)pc1P(Cl)Cl

=====

Entry 6:
Computed, not measured: a molecular structure, C27H47KN7O2P, with ωB97M-V/def2-TZVPD.

Last column: Löwdin charge in e.
CARTESIAN COORDINATES (ANGSTROEM)
H  7.094  -1.068  -1.042  0.10
H  2.267  -1.051  -5.260  0.09
C  0.403  -0.138  -3.506  -0.11
C  6.120  -0.968  -0.594  -0.10
C  3.209  -0.915  5.074  -0.12
H  2.245  -3.204  -1.420  0.08
H  1.628  -3.235  -3.541  0.11
H  -0.519  -2.843  0.808  0.08
H  -1.819  -1.071  4.112  0.11
C  1.387  -3.538  -0.833  -0.09
N  1.388  -1.191  -3.321  -0.26
H  4.612  -0.626  -2.150  0.08
C  4.589  -0.896  1.027  -0.27
C  -2.761  2.739  -1.848  -0.19
C  4.554  -0.656  4.788  -0.13
H  -4.309  0.062  -1.467  0.11
C  4.885  -0.751  -1.114  -0.15
N  -1.601  2.707  1.006  -0.18
C  -1.353  5.039  1.225  -0.17
H  -3.210  5.225  2.399  0.11
N  3.939  -0.705  -0.110  0.03
H  -3.148  2.506  2.451  0.10
H  -4.324  -1.202  3.092  0.11
C  -3.344  0.882  -3.230  -0.16
H  0.241  3.604  1.568  0.12
H  -0.299  -0.760  1.913  0.06
H  3.297  -1.738  -3.985  0.08
H  -4.166  0.550  1.005  0.10
C  -1.226  -0.252  2.183  -0.18
H  -4.104  0.376  -3.824  0.11
C  2.534  -0.986  -4.192  -0.11
H  -0.701  5.823  1.609  0.11
C  -3.608  2.378  -3.064  -0.17
H  -1.721  -2.371  -0.407  0.07
H  2.870  -0.922  6.103  0.09
N  0.208  -2.734  -1.147  -0.31
C  -0.584  3.769  0.869  -0.18
H  -0.399  -0.235  -2.774  0.05
H  -3.805  -1.158  0.758  0.11
H  -1.882  4.395  3.217  0.11
C  -0.869  -3.027  -0.211  -0.09
H  -3.640  0.403  3.361  0.10
N  -2.858  1.535  -0.984  -0.18
C  -2.813  3.200  1.678  -0.19
O  -0.251  1.165  -0.511  -0.43
C  4.947  -0.653  3.465  -0.08
C  -3.501  -0.260  1.304  -0.20
C  2.311  -1.156  4.060  -0.03
N  -2.086  0.055  0.996  -0.17
H  -2.083  -2.151  2.738  0.11
C  -2.373  4.545  2.253  -0.17
H  -0.032  -0.154  -4.521  0.09
C  0.813  -2.509  -3.548  -0.21
H  -3.330  2.963  -3.941  0.11
H  -1.870  5.427  0.343  0.11
C  -2.122  -1.108  3.067  -0.16
H  -2.376  0.727  -3.712  0.10
H  -0.959  0.680  2.694  0.12
H  -4.665  2.556  -2.855  0.11
O  1.811  -1.400  1.769  -0.30
H  2.965  0.001  -4.011  0.08
N  5.919  -1.063  0.765  0.09
H  0.347  -2.570  -4.547  0.12
C  4.065  -0.905  2.406  -0.09
H  1.642  -3.400  0.220  0.08
H  -1.210  -4.073  -0.278  0.09
H  -1.147  -2.328  -2.659  0.11
H  -1.726  2.930  -2.148  0.12
C  -3.514  -0.531  2.808  -0.17
C  -0.234  -2.913  -2.519  -0.21
C  2.682  -1.167  2.682  -0.39
H  6.625  -1.261  1.450  0.14
H  -0.503  -3.965  -2.718  0.12
H  0.866  0.836  -3.343  0.09
C  -3.313  0.371  -1.789  -0.19
H  -3.635  3.326  0.965  0.11
H  5.265  -0.450  5.577  0.09
H  -3.132  3.621  -1.324  0.10
H  5.983  -0.411  3.247  0.09
P  -1.603  1.343  0.086  0.52
H  1.268  -1.362  4.280  0.10
K  1.348  -0.397  -0.148  0.81
H  -2.647  -0.487  -1.664  0.09
H  -0.164  3.786  -0.136  0.11
H  1.215  -4.609  -1.027  0.09

=====

Entry 7:
Computed, not measured: a molecular structure, C32H45BrN2P2Pd, with ωB97M-V/def2-TZVPD.

Last column: Löwdin charge in e.
CARTESIAN COORDINATES (ANGSTROEM)
C  -1.190  -2.765  -1.142  -0.03
H  -1.929  0.765  -5.421  0.05
C  -2.790  0.638  -4.752  -0.15
H  0.907  -4.150  2.323  0.10
C  -2.862  0.549  5.235  -0.03
H  4.925  -5.089  -0.314  0.10
C  -3.741  0.743  6.303  -0.07
H  -6.308  2.262  4.621  0.11
H  0.238  2.218  1.513  0.02
H  4.150  0.146  1.256  0.08
P  2.222  1.310  0.488  0.80
C  4.120  1.031  -1.567  -0.16
C  -4.455  1.616  3.740  -0.03
H  -2.189  3.827  -0.999  0.05
Pd  0.842  -0.268  -0.227  0.52
H  2.131  0.608  3.555  0.07
H  0.868  3.229  0.207  0.08
C  2.442  -5.529  1.755  -0.15
C  4.031  -4.822  0.258  -0.15
H  2.002  -0.783  2.428  0.04
C  3.477  -3.535  0.165  -0.03
H  0.964  -2.140  -3.700  0.12
C  -2.265  0.950  2.892  -0.11
C  2.241  -3.305  0.809  -0.22
C  1.166  -1.996  -1.070  -0.28
H  4.508  1.535  -2.459  0.07
H  -1.176  -2.725  -0.055  0.10
C  1.249  -2.299  0.370  -0.19
C  -2.496  2.967  -0.395  -0.17
H  -3.461  0.389  7.295  0.11
C  -2.390  0.457  -3.282  -0.42
C  1.800  -4.290  1.724  -0.03
H  3.441  -0.576  3.454  0.07
H  3.432  0.241  -1.900  0.04
H  -0.757  1.604  -0.253  -0.02
H  0.308  0.178  -3.431  0.05
H  2.870  2.827  -1.235  0.08
H  1.724  2.032  -4.652  0.06
C  -1.719  1.700  -0.795  -0.50
C  3.423  2.057  -0.674  -0.41
H  0.536  3.207  -4.056  0.06
H  2.875  3.816  1.820  0.07
C  2.686  -0.042  2.867  -0.16
C  1.857  3.538  2.128  -0.16
C  0.014  -2.421  -3.228  -0.05
H  -1.139  -2.832  -5.018  0.10
H  0.037  1.944  -5.191  0.05
P  -1.284  1.717  -2.536  0.95
H  0.319  -2.397  0.955  0.08
H  -1.897  0.061  5.385  0.12
H  4.161  2.592  -0.052  0.08
H  -3.298  0.457  -2.655  0.08
H  1.898  3.037  3.101  0.06
Br  -3.820  -3.558  -4.201  0.79
C  -0.033  -2.408  -1.825  -0.25
N  -1.476  0.956  2.024  0.19
N  3.517  -5.790  1.014  0.03
C  -4.971  1.381  6.091  -0.07
H  1.286  4.460  2.271  0.07
H  3.998  -2.779  -0.427  0.10
H  2.109  -1.870  -1.608  0.09
H  -1.855  -0.493  -3.128  0.04
H  2.070  -6.340  2.381  0.10
H  -3.572  2.812  -0.542  0.07
C  -3.210  1.009  3.958  -0.23
H  -4.712  1.961  2.737  0.12
H  -3.334  -0.259  -5.078  0.05
C  0.685  2.155  -4.331  -0.18
C  1.161  2.659  1.102  -0.42
C  -2.311  -3.134  -3.254  -0.77
H  -2.315  0.792  -0.635  0.06
C  -5.336  1.797  4.807  -0.07
H  1.079  1.354  -2.314  0.03
C  3.388  0.750  1.777  -0.40
H  -2.332  3.217  0.658  0.05
H  4.983  0.582  -1.050  0.07
H  3.913  1.634  2.174  0.08
C  0.358  1.237  -3.143  -0.44
H  -3.462  1.499  -4.872  0.07
C  -2.321  -3.170  -1.851  -0.11
H  -5.660  1.527  6.926  0.11
H  -3.213  -3.462  -1.309  0.10
C  -1.130  -2.802  -3.939  -0.13

=====

Listing F_max for the structures above in their given order: 6.4 6.2 8.7 5.2 5.4 1.9 3.5 eV/A.
Listing ΔE to the lowest compared entry with this formula, charge and spin for the structures above in their given order: 621.4 41.9 287.2 233.2 0.0 0.0 0.0 kJ/mol.
Listing M for the structures above in their given order: 108.14 405.84 172.21 101.13 214.96 571.79 706.00 g mol⁻¹.